Entry 1:
ORCA calculation (the ωB97M-V functional and the def2-TZVPD basis) on a molecular structure, C24H21F6LiN5O.

Positions of all 58 atoms, in Å:
Li (-0.64, -0.06, 1.48)
C (-2.81, 4.92, -3.12)
C (-2.22, 3.70, -2.46)
C (-2.01, 2.51, -3.16)
C (-1.51, 1.38, -2.55)
C (-1.17, 1.34, -1.17)
N (-0.75, 0.25, -0.51)
C (-0.12, -0.77, -1.16)
C (0.89, -0.58, -2.13)
C (1.63, -1.62, -2.65)
C (1.42, -2.94, -2.24)
C (2.29, -4.06, -2.74)
C (0.42, -3.16, -1.31)
C (-0.36, -2.12, -0.81)
N (-1.45, -2.47, 0.04)
C (-2.29, -3.50, -0.16)
C (-3.14, -3.56, 0.92)
C (-2.73, -2.49, 1.73)
N (-1.71, -1.84, 1.20)
C (-1.39, 2.57, -0.49)
C (-1.90, 3.69, -1.11)
N (-1.00, 2.69, 0.88)
C (-0.12, 3.59, 1.37)
C (-0.06, 3.41, 2.73)
C (-0.94, 2.35, 2.98)
N (-1.52, 1.92, 1.86)
H (-2.55, 4.96, -4.18)
H (-2.44, 5.84, -2.66)
H (-3.90, 4.93, -3.05)
H (-2.25, 2.47, -4.22)
H (-1.38, 0.48, -3.13)
H (1.11, 0.44, -2.43)
H (2.41, -1.41, -3.37)
H (2.56, -3.92, -3.79)
H (1.78, -5.02, -2.65)
H (3.22, -4.13, -2.17)
H (0.22, -4.16, -0.95)
H (-2.23, -4.10, -1.06)
H (-3.95, -4.25, 1.08)
H (-3.14, -2.16, 2.68)
H (-2.05, 4.58, -0.51)
H (0.40, 4.26, 0.71)
H (0.58, 3.92, 3.43)
H (-1.16, 1.85, 3.91)
C (2.67, -0.61, 1.04)
C (2.10, -0.56, 2.47)
O (0.82, -0.21, 2.55)
C (2.96, 0.45, 3.29)
F (4.28, 0.13, 3.37)
F (2.91, 1.67, 2.71)
F (2.53, 0.61, 4.55)
C (2.29, -1.98, 3.08)
F (1.95, -2.05, 4.38)
F (1.51, -2.87, 2.43)
F (3.56, -2.47, 3.00)
H (2.46, 0.35, 0.57)
H (2.14, -1.38, 0.49)
H (3.74, -0.81, 1.01)

Values from the calculation:
charge: -1
energy relative to the best compared isomer or geometry (same formula, charge and spin): 0.000 eV
E_HOMO: -3.803 eV

These are the natural (NBO) partial charges, in e, on atoms 1 to 6: 0.862, -0.612, -0.114, -0.193, -0.281, 0.181

=====

Entry 2:
ORCA calculation (the ωB97M-V functional and the def2-TZVPD basis) on a molecular structure, C24H21N4O3SSeTi.

Positions of all 55 atoms, in Å:
Ti (-0.37, -0.17, 0.22)
Se (-7.00, 0.59, 4.11)
N (-5.31, 0.60, 4.62)
C (-4.59, 0.39, 3.55)
C (-3.13, 0.33, 3.56)
C (-2.36, 0.45, 4.70)
C (-0.96, 0.36, 4.59)
C (-0.40, 0.16, 3.35)
N (-1.13, 0.04, 2.23)
C (-2.49, 0.12, 2.32)
C (-3.20, -0.04, 1.11)
N (-2.43, -0.27, -0.02)
C (-3.10, -0.51, -1.19)
C (-4.46, -0.51, -1.29)
C (-5.25, -0.25, -0.14)
C (-4.61, -0.02, 1.05)
C (-5.31, 0.22, 2.31)
N (-6.62, 0.29, 2.41)
H (-2.84, 0.61, 5.65)
H (-0.33, 0.45, 5.46)
H (0.67, 0.10, 3.23)
H (-2.49, -0.73, -2.05)
H (-4.92, -0.72, -2.24)
H (-6.33, -0.24, -0.18)
C (2.98, -2.80, 0.77)
C (2.26, -1.52, 0.49)
O (1.01, -1.56, 0.56)
C (2.97, -0.30, 0.16)
C (4.36, -0.36, -0.08)
C (5.08, 0.77, -0.40)
C (4.42, 2.00, -0.45)
C (3.07, 2.10, -0.20)
C (2.31, 0.96, 0.11)
O (1.03, 1.12, 0.37)
H (2.27, -3.55, 1.08)
H (3.73, -2.65, 1.55)
H (3.49, -3.14, -0.13)
H (4.86, -1.31, -0.03)
H (6.14, 0.70, -0.59)
H (4.98, 2.90, -0.68)
H (2.56, 3.05, -0.21)
O (-0.04, -0.37, -1.86)
S (0.40, 0.80, -2.77)
C (-0.81, 0.84, -4.11)
C (0.01, 0.92, -5.39)
C (1.13, -0.11, -5.22)
C (1.71, 0.12, -3.83)
H (-1.49, 1.67, -3.95)
H (-1.35, -0.10, -4.03)
H (0.43, 1.92, -5.52)
H (-0.61, 0.72, -6.26)
H (1.89, -0.01, -5.98)
H (0.71, -1.12, -5.29)
H (2.52, 0.86, -3.82)
H (2.05, -0.78, -3.32)

Values from the calculation:
charge: +1
energy relative to the best compared isomer or geometry (same formula, charge and spin): 0.162 eV
spin multiplicity: 3
E_HOMO (spin up / spin down): -8.050 / -10.946 eV

These are the natural (NBO) partial charges, in e, on atoms 1 to 6: 1.717, 0.970, -0.602, 0.101, -0.102, -0.107

=====

Entry 3:
ORCA calculation (the ωB97M-V functional and the def2-TZVPD basis) on a molecular structure, C24H21PdSSb.

Positions of all 48 atoms, in Å:
Pd (-0.59, -0.89, -1.62)
C (-1.55, -1.54, -4.05)
C (-2.85, -1.32, -3.63)
C (-3.32, -1.92, -2.47)
C (-2.50, -2.75, -1.72)
C (-1.19, -3.03, -2.16)
C (-0.72, -2.42, -3.33)
H (-1.19, -1.09, -4.97)
H (-3.49, -0.66, -4.20)
H (-4.33, -1.73, -2.13)
H (-2.87, -3.22, -0.82)
H (-0.61, -3.79, -1.65)
H (0.24, -2.71, -3.74)
S (-1.96, -1.71, 1.80)
Sb (-0.32, -0.38, 1.02)
C (-0.05, 1.11, 2.53)
C (0.84, 2.16, 2.31)
C (1.03, 3.13, 3.29)
C (0.32, 3.06, 4.49)
C (-0.57, 2.01, 4.70)
C (-0.75, 1.04, 3.72)
C (1.68, -1.09, 1.07)
C (2.31, -1.09, 2.31)
C (3.61, -1.57, 2.44)
C (4.28, -2.06, 1.33)
C (3.66, -2.07, 0.09)
C (2.36, -1.60, -0.04)
C (-0.62, 1.00, -0.62)
C (-1.90, 1.56, -0.82)
C (-2.11, 2.48, -1.82)
C (-1.06, 2.82, -2.68)
C (0.19, 2.26, -2.53)
C (0.42, 1.34, -1.50)
H (1.39, 2.23, 1.38)
H (1.72, 3.95, 3.12)
H (0.47, 3.81, 5.25)
H (-1.12, 1.95, 5.63)
H (-1.45, 0.22, 3.88)
H (1.81, -0.70, 3.19)
H (4.09, -1.56, 3.41)
H (5.29, -2.43, 1.43)
H (4.18, -2.45, -0.78)
H (1.87, -1.62, -1.00)
H (-2.72, 1.27, -0.17)
H (-3.09, 2.92, -1.95)
H (-1.23, 3.54, -3.48)
H (0.99, 2.53, -3.20)
H (1.43, 0.99, -1.32)

Values from the calculation:
E_HOMO: -7.697 eV

These are the natural (NBO) partial charges, in e, on atoms 1 to 6: 0.205, -0.233, -0.236, -0.171, -0.214, -0.286

=====

Entry 4:
ORCA calculation (the ωB97M-V functional and the def2-TZVPD basis) on a molecular structure, C24H22BrCrF6N2O7S2Si.

Positions of all 66 atoms, in Å:
Cr (-0.21, 0.46, -0.64)
F (2.67, 3.27, -2.03)
C (1.71, 3.91, -1.38)
F (1.78, 3.62, -0.09)
F (1.88, 5.22, -1.53)
S (0.07, 3.43, -2.10)
O (0.05, 1.98, -2.11)
O (0.02, 4.08, -3.37)
N (-1.02, 4.04, -1.13)
S (-1.66, 3.34, 0.10)
O (-1.23, 1.95, 0.30)
O (-3.06, 3.57, 0.19)
C (-0.93, 4.21, 1.61)
F (-0.16, 3.37, 2.30)
F (-0.21, 5.27, 1.24)
F (-1.92, 4.62, 2.39)
C (-3.38, 1.20, -2.12)
Si (-3.37, -0.13, -0.80)
C (-3.82, 0.37, 0.95)
C (-4.68, -1.34, -1.40)
N (-1.66, -0.77, -0.79)
C (-1.31, -2.10, -1.05)
C (-2.16, -3.21, -1.04)
C (-1.68, -4.47, -1.37)
C (-0.35, -4.66, -1.69)
C (0.54, -3.59, -1.66)
C (0.04, -2.35, -1.32)
O (0.83, -1.21, -1.21)
C (2.23, -1.34, -1.07)
C (3.03, -0.74, -2.02)
C (4.41, -0.81, -1.85)
C (4.94, -1.46, -0.75)
C (4.11, -2.06, 0.19)
C (2.74, -2.00, 0.04)
H (-4.23, 1.86, -2.02)
H (-3.47, 0.68, -3.08)
H (-2.49, 1.82, -2.19)
H (-4.41, 1.28, 0.96)
H (-2.95, 0.54, 1.58)
H (-4.41, -0.43, 1.39)
H (-5.56, -0.71, -1.54)
H (-4.95, -2.11, -0.69)
H (-4.45, -1.80, -2.36)
H (-3.20, -3.09, -0.78)
H (-2.36, -5.31, -1.36)
H (0.02, -5.64, -1.95)
H (1.59, -3.72, -1.88)
H (2.58, -0.22, -2.85)
H (5.06, -0.33, -2.56)
H (6.01, -1.49, -0.61)
H (4.54, -2.55, 1.06)
H (2.07, -2.43, 0.77)
Br (4.64, -0.23, 3.17)
C (2.75, -0.27, 3.33)
C (2.28, -0.88, 4.48)
C (0.92, -0.99, 4.71)
C (0.02, -0.48, 3.79)
C (0.50, 0.12, 2.64)
C (1.87, 0.23, 2.37)
C (2.31, 0.88, 1.07)
O (3.45, 1.22, 0.86)
O (1.36, 1.07, 0.20)
H (2.99, -1.27, 5.20)
H (0.57, -1.47, 5.62)
H (-1.04, -0.54, 3.96)
H (-0.20, 0.56, 1.95)

Values from the calculation:
energy relative to the best compared isomer or geometry (same formula, charge and spin): 0.000 eV
spin multiplicity: 4
E_HOMO (spin up / spin down): -8.736 / -8.865 eV

These are the natural (NBO) partial charges, in e, on atoms 1 to 6: 1.527, -0.295, 0.744, -0.296, -0.298, 2.270

=====

Entry 5:
ORCA calculation (the ωB97M-V functional and the def2-TZVPD basis) on a molecular structure, C24H22CrN4O5SSe.

Positions of all 58 atoms, in Å:
Cr (-1.31, 0.24, -0.89)
N (-1.74, 4.33, -1.97)
C (-1.72, 3.13, -1.32)
S (-2.91, 1.96, -1.80)
N (-0.90, 2.97, -0.33)
N (-0.98, 1.75, 0.27)
C (-0.75, 1.73, 1.55)
C (-1.14, 0.65, 2.38)
C (-0.90, 0.70, 3.76)
C (-1.43, -0.23, 4.63)
C (-2.23, -1.25, 4.12)
C (-2.48, -1.35, 2.77)
C (-1.95, -0.41, 1.86)
O (-2.23, -0.52, 0.60)
H (-2.17, 4.32, -2.88)
H (-0.92, 4.91, -1.84)
H (-0.38, 2.65, 2.02)
H (-0.29, 1.51, 4.13)
H (-1.24, -0.16, 5.69)
H (-2.67, -1.97, 4.80)
H (-3.09, -2.15, 2.36)
O (-0.28, 0.95, -2.37)
C (-0.11, 0.53, -3.54)
C (-0.68, -0.65, -4.10)
C (-0.38, -1.06, -5.39)
C (-1.00, -2.18, -5.95)
C (-1.96, -2.90, -5.22)
C (-2.26, -2.53, -3.94)
C (-1.62, -1.43, -3.31)
O (-1.88, -1.16, -2.10)
N (-0.67, -2.57, -7.26)
O (0.15, -1.91, -7.88)
O (-1.24, -3.56, -7.74)
H (0.53, 1.13, -4.20)
H (0.34, -0.52, -5.98)
H (-2.45, -3.74, -5.70)
H (-3.00, -3.07, -3.36)
C (3.84, 1.03, 4.64)
C (3.03, 0.56, 3.47)
C (2.45, -0.69, 3.45)
C (1.76, -1.16, 2.34)
C (1.16, -2.52, 2.36)
C (1.68, -0.34, 1.20)
Se (0.80, -1.04, -0.38)
C (2.26, 0.93, 1.20)
C (2.26, 1.80, -0.02)
C (2.90, 1.37, 2.35)
H (3.63, 0.43, 5.53)
H (3.65, 2.08, 4.86)
H (4.90, 0.93, 4.41)
H (2.55, -1.34, 4.31)
H (1.27, -3.00, 3.33)
H (1.64, -3.15, 1.61)
H (0.10, -2.46, 2.11)
H (1.26, 2.19, -0.21)
H (2.56, 1.23, -0.89)
H (2.92, 2.65, 0.11)
H (3.33, 2.36, 2.36)

Values from the calculation:
charge: -1
energy relative to the best compared isomer or geometry (same formula, charge and spin): 0.508 eV
spin multiplicity: 2
E_HOMO (spin up / spin down): -4.485 / -4.449 eV

These are the natural (NBO) partial charges, in e, on atoms 1 to 6: 0.877, -0.813, 0.287, -0.267, -0.445, -0.267

=====

Entry 6:
ORCA calculation (the ωB97M-V functional and the def2-TZVPD basis) on a molecular structure, C24H22F11N3SSbV.

Positions of all 63 atoms, in Å:
V (0.30, -0.08, -0.92)
N (2.53, 0.56, 2.46)
C (1.34, 0.42, 3.12)
C (1.02, 0.34, 4.47)
C (-0.31, 0.13, 4.79)
C (-1.29, 0.01, 3.81)
C (-0.98, 0.12, 2.46)
C (0.35, 0.31, 2.11)
N (0.93, 0.41, 0.88)
C (2.24, 0.58, 1.09)
C (3.22, 0.70, 0.08)
C (4.59, 0.81, 0.21)
S (5.33, 1.00, -1.34)
C (3.75, 0.90, -2.05)
N (2.80, 0.74, -1.22)
H (3.43, 0.76, 2.86)
H (1.78, 0.45, 5.23)
H (-0.58, 0.06, 5.84)
H (-2.31, -0.17, 4.12)
H (-1.72, 0.05, 1.69)
H (5.21, 0.81, 1.09)
H (3.63, 0.97, -3.11)
F (0.68, 2.42, -1.02)
Sb (1.32, 4.18, -0.78)
F (1.87, 6.03, -0.59)
F (3.16, 3.76, -1.09)
F (1.04, 4.51, -2.64)
F (1.61, 3.85, 1.10)
F (-0.47, 4.77, -0.36)
F (1.24, 0.43, -3.55)
C (0.72, -0.63, -2.80)
F (1.82, -1.51, -2.71)
C (-0.23, -1.31, -3.76)
F (-1.00, -2.24, -3.18)
F (-1.06, -0.42, -4.34)
F (0.36, -1.97, -4.81)
C (0.28, -1.68, -0.23)
C (0.04, -2.80, 0.54)
C (-0.87, -3.80, 0.09)
C (-1.17, -4.89, 0.87)
C (-0.59, -5.05, 2.13)
C (0.30, -4.09, 2.59)
C (0.62, -3.00, 1.82)
H (-1.32, -3.67, -0.88)
H (-1.88, -5.63, 0.51)
H (-0.83, -5.92, 2.74)
H (0.75, -4.22, 3.57)
H (1.32, -2.26, 2.19)
C (-1.97, 2.05, -2.27)
C (-2.59, 0.89, -1.48)
C (-3.36, 1.48, -0.28)
C (-3.61, 0.15, -2.37)
C (-1.57, -0.12, -0.98)
H (-2.73, 2.53, -2.90)
H (-1.16, 1.70, -2.91)
H (-1.60, 2.80, -1.59)
H (-4.14, 2.16, -0.62)
H (-2.68, 2.03, 0.37)
H (-3.83, 0.68, 0.30)
H (-4.35, 0.85, -2.77)
H (-4.13, -0.62, -1.80)
H (-3.12, -0.33, -3.20)
H (-2.14, -0.97, -0.59)

Values from the calculation:
charge: -2
energy relative to the best compared isomer or geometry (same formula, charge and spin): 3.742 eV
E_HOMO (spin up / spin down): -0.529 / -0.446 eV

These are the natural (NBO) partial charges, in e, on atoms 1 to 6: 0.336, -0.549, 0.196, -0.288, -0.216, -0.235

=====

Entry 7:
ORCA calculation (the ωB97M-V functional and the def2-TZVPD basis) on 4 unconnected molecules or ions with the total composition C24H22I2N3O13.

Positions of all 64 atoms, in Å:
N (2.24, 3.00, -0.52)
C (1.70, 4.14, -1.03)
N (2.47, 5.14, -1.42)
C (1.79, 6.13, -2.29)
I (3.11, 7.62, -2.99)
C (0.66, 6.67, -1.44)
C (-0.34, 5.54, -1.12)
C (-1.57, 5.51, -2.04)
C (-2.83, 5.82, -1.25)
O (-3.29, 6.90, -1.20)
I (-3.77, 4.23, -0.19)
N (0.33, 4.22, -1.15)
H (2.58, 2.25, -1.11)
H (2.07, 2.77, 0.45)
H (3.38, 4.80, -1.71)
H (1.42, 5.60, -3.18)
H (1.12, 6.98, -0.49)
H (0.19, 7.55, -1.88)
H (-0.68, 5.71, -0.09)
H (-1.67, 4.57, -2.59)
H (-1.52, 6.32, -2.77)
H (0.10, 3.65, -1.96)
C (-1.88, -0.26, -2.08)
C (-1.29, 0.44, -1.11)
C (-1.54, 0.18, 0.36)
O (-0.92, 0.87, 1.16)
C (-2.49, -0.84, 0.73)
C (-3.09, -1.55, -0.24)
C (-2.81, -1.31, -1.71)
O (-3.40, -2.02, -2.50)
O (-3.96, -2.51, -0.01)
O (-0.44, 1.45, -1.32)
H (-1.70, -0.08, -3.13)
H (-2.67, -1.01, 1.78)
H (-4.23, -2.87, -0.89)
H (-0.19, 1.76, -0.42)
C (4.39, -0.63, 0.19)
C (5.32, -1.11, 1.04)
C (5.01, -1.38, 2.50)
O (5.94, -1.82, 3.16)
C (3.68, -1.12, 2.99)
C (2.75, -0.66, 2.14)
C (3.06, -0.39, 0.68)
O (2.15, 0.06, -0.01)
O (1.50, -0.40, 2.52)
O (6.56, -1.36, 0.70)
H (4.60, -0.44, -0.85)
H (3.47, -1.31, 4.03)
H (0.97, -0.11, 1.76)
H (7.01, -1.70, 1.50)
C (-1.65, -8.05, 1.24)
C (-2.38, -7.80, 2.34)
C (-3.16, -6.52, 2.52)
O (-3.80, -6.40, 3.55)
C (-3.10, -5.51, 1.47)
C (-2.37, -5.77, 0.38)
C (-1.61, -7.06, 0.19)
O (-0.99, -7.17, -0.85)
O (-2.24, -4.93, -0.64)
O (-2.50, -8.64, 3.36)
H (-1.09, -8.97, 1.11)
H (-3.65, -4.59, 1.61)
H (-1.65, -5.40, -1.28)
H (-3.09, -8.20, 4.00)

Values from the calculation:
charge: +1
E_HOMO: -11.128 eV

These are the natural (NBO) partial charges, in e, on atoms 1 to 6: -0.875, 0.745, -0.528, -0.201, 0.225, -0.460

=====

Entry 8:
ORCA calculation (the ωB97M-V functional and the def2-TZVPD basis) on a molecular structure, C24H22IIrN10O7P2S.

Positions of all 68 atoms, in Å:
Ir (0.46, -1.11, -0.49)
N (-2.53, -3.87, -2.78)
C (-1.50, -2.94, -3.07)
N (-1.35, -2.23, -1.87)
C (-2.06, -2.97, -0.97)
N (-2.76, -3.95, -1.43)
C (-1.94, -2.70, 0.43)
C (-2.77, -3.31, 1.39)
N (-2.64, -3.11, 2.68)
C (-1.68, -2.25, 3.05)
C (-0.87, -1.62, 2.15)
N (-0.99, -1.85, 0.82)
H (-2.69, -4.69, -3.34)
H (-1.71, -2.33, -3.95)
H (-3.55, -3.99, 1.05)
H (-1.56, -2.07, 4.11)
H (-0.13, -0.91, 2.47)
O (2.12, -4.37, -3.16)
P (1.09, -3.28, -2.72)
O (-0.19, -3.73, -3.42)
O (1.05, -3.11, -1.20)
O (1.45, -1.89, -3.41)
P (2.65, -0.92, -2.88)
O (3.78, -2.03, -2.55)
O (3.09, 0.05, -3.88)
O (2.12, -0.42, -1.53)
H (2.98, -4.29, -2.72)
H (4.64, -1.72, -2.85)
S (2.17, -1.58, 0.85)
C (2.38, -0.02, 1.41)
N (3.50, 0.33, 2.05)
N (3.52, 1.35, 2.86)
C (2.56, 1.79, 3.79)
C (1.43, 1.05, 4.12)
C (0.55, 1.53, 5.07)
C (0.79, 2.75, 5.70)
C (1.93, 3.48, 5.38)
C (2.82, 3.00, 4.43)
N (1.41, 0.98, 1.21)
N (0.41, 0.60, 0.55)
C (-0.68, 1.54, 0.54)
C (-0.49, 2.85, 1.00)
C (-1.56, 3.72, 1.02)
C (-2.82, 3.29, 0.61)
C (-3.00, 1.99, 0.16)
C (-1.93, 1.11, 0.12)
H (4.44, 1.75, 2.95)
H (1.28, 0.07, 3.69)
H (-0.32, 0.95, 5.34)
H (0.11, 3.12, 6.45)
H (2.14, 4.41, 5.88)
H (3.70, 3.57, 4.17)
H (0.49, 3.16, 1.32)
H (-1.41, 4.73, 1.37)
H (-3.65, 3.98, 0.63)
H (-3.98, 1.66, -0.15)
H (-2.08, 0.10, -0.22)
I (-3.58, 0.44, -5.21)
C (-1.80, 0.96, -4.27)
C (-0.86, 1.78, -4.88)
C (0.29, 2.08, -4.19)
C (0.48, 1.52, -2.93)
N (-0.40, 0.70, -2.35)
C (-1.53, 0.45, -3.01)
H (-1.04, 2.17, -5.88)
H (1.06, 2.71, -4.61)
H (1.39, 1.72, -2.38)
H (-2.25, -0.19, -2.52)

Values from the calculation:
charge: +1
energy relative to the best compared isomer or geometry (same formula, charge and spin): 3.672 eV
spin multiplicity: 2
E_HOMO (spin up / spin down): -10.055 / -10.055 eV

These are the natural (NBO) partial charges, in e, on atoms 1 to 6: 1.141, -0.437, 0.357, -0.755, 0.247, -0.255

=====

| no. | F_max (eV/Å) |
| --- | --- |
| 1 | 0.135 |
| 2 | 0.546 |
| 3 | 0.644 |
| 4 | 0.739 |
| 5 | 1.936 |
| 6 | 3.025 |
| 7 | 1.677 |
| 8 | 1.783 |